# 1
57
Properties=species:S:1:pos:R:3:forces:R:3 method="wB97M-V/def2-TZVPD" charge=+1 de_lowest_kcal_mol=110.0 largest_force_ev_per_a=1.3 homo_energy_ev=-11.66
Be -1.8464 -0.0003 0.1124 -0.8411 -0.1218 0.4582
C 1.3414 3.1301 -0.4454 -0.0399 0.0510 -0.0422
C -0.1342 3.2790 -0.3268 -0.0127 0.1421 0.0180
N -1.0255 2.3144 -0.2764 -0.1161 0.0554 -0.0318
C -2.2444 2.9312 -0.1546 0.0052 0.0896 -0.0483
C -2.0966 4.2932 -0.1416 -0.0365 -0.0635 0.0489
N -0.7561 4.4868 -0.2466 0.0992 -0.0042 -0.0429
C -2.9850 5.4856 -0.0178 0.0790 0.0034 -0.0154
O -4.2851 5.2711 0.0715 -0.0696 0.0403 0.0267
O -2.4866 6.5778 -0.0050 -0.0264 -0.0101 -0.0078
C -3.4292 2.1011 -0.0244 -0.0572 -0.4318 0.0136
O -4.5840 2.5048 0.0193 -0.1449 0.1958 0.0229
O -3.1994 0.8080 0.0421 0.5043 -0.1806 0.1695
H 1.6238 2.0884 -0.3072 -0.0110 0.0507 0.0215
H 1.8507 3.7359 0.3041 0.0177 -0.0196 0.0130
H 1.6855 3.4598 -1.4270 0.0043 -0.0213 -0.0054
H -0.3439 5.4106 -0.2621 0.0201 -0.0065 0.0114
H -4.5151 4.3190 0.0509 0.0133 -0.0439 -0.0331
S 4.0290 -1.3501 0.2507 -0.0250 0.2554 0.1374
C 2.2973 -1.0502 0.1839 -0.1230 -0.3741 0.1415
C 1.5927 -0.4464 -0.7644 -0.0047 0.2488 -0.1072
C 0.1356 -0.4622 -0.5488 0.0078 -0.8033 -0.2127
N -0.3108 -0.1633 0.8050 0.1106 0.6014 -0.2960
C 0.3837 -0.7208 1.7065 0.0644 -0.0373 0.1635
C 1.3905 -1.7184 1.1924 -0.0062 0.0170 -0.3800
C 4.6252 0.3257 0.0746 0.0976 -0.1245 0.0403
C 4.9079 1.0716 1.2099 0.0112 0.0534 -0.0584
C 5.4242 2.3495 1.0398 -0.0373 -0.0064 -0.0577
N 5.6598 2.8922 -0.1530 -0.0205 -0.0056 0.0299
C 5.3943 2.1588 -1.2300 -0.0261 0.0363 0.0189
C 4.8779 0.8699 -1.1738 0.0107 0.0409 -0.0285
H 2.0097 0.0043 -1.6545 -0.0234 -0.1015 -0.0329
H -0.4318 0.0928 -1.3046 0.1460 0.0781 0.1060
H 0.1486 -0.5848 2.7559 -0.0334 -0.0989 -0.0180
H 1.9153 -2.2450 1.9829 -0.0197 -0.1144 -0.0291
H 4.7432 0.6625 2.1974 0.0253 0.0126 -0.0003
H 5.6662 2.9612 1.9016 -0.0084 -0.0021 -0.0026
H 5.6140 2.6181 -2.1874 -0.0129 -0.0103 0.0012
H 4.6955 0.3072 -2.0798 0.0337 -0.0163 0.0154
O -4.0546 -2.3109 0.6275 0.0870 0.1834 -0.0093
C -2.9287 -2.5814 0.2270 -0.5937 -0.0253 -0.0084
N -2.0375 -1.6381 -0.1996 1.2063 -0.1330 -0.3147
S -0.5226 -2.3193 -0.7180 -0.3685 0.5032 0.0141
O 0.5754 -2.7174 0.5137 -0.0043 0.0222 0.2070
O -0.2163 -2.3633 -2.1346 0.1724 -0.1942 0.0574
C -1.1486 -3.9930 -0.4524 0.1005 0.0865 0.2477
C -0.4607 -5.1783 -0.6386 -0.0713 0.1168 -0.0905
C -1.0765 -6.3422 -0.2019 -0.0359 -0.0008 0.0375
C -2.3358 -6.3120 0.4030 0.0524 -0.0387 -0.0404
C -3.0159 -5.1165 0.5641 -0.0003 -0.0533 -0.0434
C -2.3940 -3.9569 0.1267 0.0382 0.0910 -0.0313
H 0.5198 -5.1900 -1.0955 -0.0085 -0.0264 0.0263
H -0.5572 -7.2855 -0.3104 -0.0492 -0.0088 -0.0207
H -2.7811 -7.2334 0.7533 0.0086 -0.0049 -0.0250
H -3.9906 -5.0748 1.0310 -0.0068 0.0171 -0.0313
O -5.6369 -0.2984 0.6168 -0.0930 -0.0030 0.2168
N -5.2763 0.1423 -0.2821 0.0117 0.0941 -0.1994

# 2
20
Properties=species:S:1:pos:R:3:forces:R:3 method="wB97M-V/def2-TZVPD" charge=+1 de_lowest_kcal_mol=168.2 largest_force_ev_per_a=5.0 homo_energy_ev=-13.19
C 1.0786 -0.3535 2.0228 -0.7402 0.8687 -2.2464
C -1.9283 0.4671 0.2594 2.2679 0.1705 -1.1849
C -1.0949 -0.2347 -2.0121 -4.7687 -0.5575 -0.9490
C 0.8935 0.4170 -0.9503 -0.3848 -2.0041 4.5812
C -1.6786 -0.6933 -0.6957 -0.2586 0.7750 1.3574
C -0.7617 -0.5617 0.5398 -3.1888 -1.4897 -0.5269
C 2.4642 -0.4706 2.3092 0.3646 0.8157 -2.4187
N 0.1649 0.3726 -2.0135 -0.1301 0.2494 0.0031
N 0.5819 -0.1533 0.3074 0.8392 1.0972 -0.5914
H -1.6256 1.4242 -0.2652 -0.1234 -0.9153 1.1812
H -2.7737 0.5965 0.8919 -0.4804 -0.4191 0.4148
H -1.0419 -1.1672 -2.5867 -0.1576 0.5362 -0.6187
H -1.9828 0.5157 -2.3841 2.5129 -1.7059 0.0266
H 1.7863 0.9329 -0.9738 1.9803 0.7519 -0.2791
H -2.5336 -1.4011 -0.8231 1.3257 0.1821 0.3308
H -0.8734 -1.3872 1.3550 0.0396 1.9971 -1.6071
H 2.6471 0.6260 2.4910 0.0952 -0.4362 0.2722
H 3.1500 -0.8270 1.5297 -0.0921 0.1941 0.1634
H 2.5085 -1.0420 3.1855 0.4129 -0.5413 1.6102
H 0.4805 0.6370 -2.9403 0.4864 0.4311 0.4812